# C12H16O7

One molecule with the formula C12H16O7 (ωB97M-V/def2-TZVPD, the Open Molecules 2025 dataset).

Each line ends with the Löwdin charge.
Cartesian coordinates (Å):
1 O 1.6314 -2.6390 -0.9715  0.00
2 O -5.3335 1.1163 1.6026  0.06
3 O 0.7407 0.4377 0.0493  -0.06
4 O 2.1927 0.7326 -2.2925  0.02
5 O -0.8821 -0.4215 -1.2932  0.02
6 O 3.8050 -1.3049 0.2629  -0.01
7 O 1.2353 1.8049 2.4384  -0.04
8 C 2.5104 -0.4495 -1.6195  -0.27
9 C -4.2491 0.7088 0.8950  -0.32
10 C -2.0955 1.2494 -0.0244  0.00
11 C 0.2432 -0.7384 -0.5494  -0.30
12 C 3.0956 -0.1934 -0.2089  -0.27
13 C 2.2491 1.5040 1.5210  -0.20
14 C -1.9929 -0.0359 -0.5406  -0.25
15 C 1.9540 0.2116 0.7545  -0.23
16 C -3.2152 1.6193 0.6923  0.00
17 C -4.1438 -0.5754 0.3729  -0.02
18 C -3.0172 -0.9480 -0.3369  0.00
19 C 1.2814 -1.3757 -1.4982  -0.22
20 H 2.1228 -3.1304 -1.6401  0.12
21 H 0.8036 -1.4715 -2.4819  0.17
22 H 1.7939 -0.6060 1.4762  0.17
23 H 3.2822 -0.9443 -2.2220  0.17
24 H 3.8264 0.6186 -0.2864  0.16
25 H -3.3123 2.6121 1.1012  0.12
26 H -1.2954 1.9525 -0.1931  0.12
27 H 3.1701 1.3850 2.0939  0.14
28 H -2.9291 -1.9433 -0.7442  0.12
29 H 0.3935 1.7704 1.9667  0.08
30 H -4.9448 -1.2866 0.5249  0.11
31 H 1.4668 1.1610 -1.8164  0.10
32 H 2.3759 2.3208 0.7953  0.13
33 H 3.2054 -2.0674 0.2552  0.09
34 H -5.9752 0.3987 1.6682  0.11
35 H 0.0066 -1.4725 0.2488  0.18

Atoms 1-2, force components in eV/Å:
O 0.07 -0.43 0.19
O -0.25 0.10 0.15

Computed properties:
**Energy relative to the best compared isomer or geometry (same formula, charge and spin)**: 21.9 kJ/mol
**SMILES string**: OC[C@H]1O[C@@H](Oc2ccc(O)cc2)[C@H](O)[C@@H](O)[C@@H]1O
**Total charge**: 0
**HOMO level**: -8.76 eV
**Orbital gap**: 0.3422 Eh